C15H32BeBrF2IN2O8P2S as an isolated structure. Source: the OMol25 dataset; level of theory: ωB97M-V/def2-TZVPD.

Last column: natural (NBO) charge in e.
Cartesian coordinates (Å):
C -0.462 -1.070 -0.956  -0.62
C -0.272 0.456 -1.138  -0.41
C 1.035 0.868 -1.869  -0.59
C 1.335 2.367 -1.464  -0.62
P 0.933 0.787 -3.711  1.05
F 1.037 -0.856 -4.130  -0.56
I 2.896 1.840 -4.804  0.07
P -0.845 1.829 -4.517  1.78
N -1.692 0.755 -5.357  -1.40
O -1.777 2.562 -3.312  -0.99
O -0.380 3.048 -5.556  -0.92
H 0.174 -1.490 -0.166  0.27
H -0.340 -1.665 -1.872  0.23
H -1.497 -1.218 -0.594  0.21
H -0.203 0.890 -0.125  0.24
H -1.193 0.866 -1.580  0.18
H 1.881 0.273 -1.485  0.30
H 1.665 2.388 -0.416  0.25
H 0.382 2.908 -1.590  0.21
H 2.114 2.834 -2.080  0.24
H -1.215 -0.150 -5.272  0.36
H -2.545 2.035 -3.077  0.46
H 0.196 3.610 -5.024  0.50
C 1.772 -5.476 0.924  -0.13
C 0.818 -4.502 0.812  0.27
C 0.387 -3.868 2.131  0.42
O -0.394 -2.935 2.188  -0.56
C 0.932 -4.422 3.364  -0.33
C 1.888 -5.422 3.489  0.35
C 2.401 -5.971 2.165  0.41
O 3.285 -6.791 2.064  -0.49
O 2.348 -5.887 4.535  -0.55
O 0.294 -4.082 -0.240  -0.29
H 2.147 -5.953 0.024  0.24
H 0.511 -3.967 4.264  0.28
C -3.237 -3.790 6.631  -0.84
S -1.444 -3.883 6.836  1.40
O -0.851 -3.879 5.474  -0.96
C -1.392 -5.578 7.434  -0.83
H -3.483 -2.811 6.225  0.24
H -3.572 -4.567 5.940  0.22
H -3.718 -3.913 7.601  0.22
H -1.841 -6.241 6.694  0.23
H -1.930 -5.643 8.380  0.23
H -0.349 -5.851 7.588  0.27
Be -0.085 -0.264 -6.588  0.23
F 1.635 -3.877 -1.662  -0.57
N -5.354 1.748 -3.448  -0.92
H -6.107 1.372 -4.032  0.46
H -5.207 1.134 -2.641  0.45
H -4.489 1.804 -3.997  0.45
H -5.609 2.685 -3.122  0.45
C 3.115 7.590 -1.962  -0.63
C 2.389 6.258 -1.858  0.10
C 1.303 6.301 -0.794  -0.63
O 3.323 5.223 -1.552  -0.73
H 3.605 7.837 -1.016  0.20
H 3.895 7.542 -2.723  0.22
H 2.426 8.397 -2.218  0.21
H 1.946 6.006 -2.825  0.16
H 1.734 6.507 0.190  0.21
H 0.795 5.337 -0.724  0.21
H 0.562 7.071 -1.015  0.21
H 3.724 5.429 -0.702  0.47
Br 0.598 -2.537 8.260  -0.57

The value obtained for the frontier orbital gap is 1.15 eV.